# 1
ORCA calculation (the ωB97M-V functional and the def2-TZVPD basis) on a structure of composition C17H50Li3N10O18 in a non-equilibrium geometry.

Geometry (Å):
O 0.96658 4.83080 2.29293
O -2.44935 0.32399 4.68644
O -0.37745 -1.05594 0.42615
O 3.85407 3.77918 2.79712
O 1.11600 -2.66587 -1.52863
O 2.08592 2.84790 0.59363
O -1.78989 0.11962 -1.91955
O 1.22743 1.77643 3.86410
O -1.18200 4.83806 -3.63360
O 1.03654 6.71658 -0.09521
O -4.29581 1.53719 -1.30271
O 0.27167 4.12077 -1.08048
O -4.16540 -1.68037 -1.81469
O -0.36487 -3.91616 1.96104
O -4.68767 -0.60385 -6.46885
O 1.93071 0.04214 -5.53156
O 1.87091 -2.13056 2.77385
O 5.76977 -0.79232 0.30052
N -2.92062 -1.40006 -5.23063
N 2.21275 -1.33610 -3.75107
N 0.13293 -0.66633 -4.37459
N -1.61197 -2.42878 3.14080
N -3.86508 0.56309 -4.70805
N 3.65474 -0.26943 -0.34265
N 4.89470 1.23594 0.82838
N -0.70795 -0.11649 3.29402
N -2.49619 1.09419 2.56320
N -0.79251 -4.29994 4.11609
C 3.88101 -0.92910 2.51612
C -1.92050 0.38952 3.57484
C -1.01002 -3.62341 2.97234
C -3.92901 -1.50950 0.51720
C -2.70202 -3.29751 -0.78828
C 0.88402 0.78263 0.49130
C -0.99999 0.76244 -1.14417
C 4.83983 0.01069 0.22604
C -3.96501 -2.47057 -0.66442
C -3.88922 -0.50929 -5.54553
C 0.20536 2.88335 -0.86790
C 1.45366 -0.62773 -4.60608
C 3.34220 -2.70262 0.93732
C 2.69638 -1.57985 1.77521
C 1.18754 2.13576 0.10123
C -0.18711 0.10844 -0.07015
C -0.79591 2.08851 -1.56109
Li 1.91065 3.13836 2.61496
Li 1.58953 4.89720 0.34752
Li -0.12644 6.03854 -1.68342
H -0.41650 -0.18133 -5.06187
H -2.96882 -0.97418 0.48772
H -1.93879 -2.63517 -1.20726
H -3.24493 0.50928 -3.92018
H -3.39050 -1.10724 -1.84856
H -1.18478 4.21226 -2.89876
H -2.30549 -1.14851 -4.47996
H 1.13337 -2.63297 2.40033
H 2.17024 -0.90862 1.09310
H 0.33152 1.37043 3.82518
H 4.27465 -1.50758 3.34649
H -3.26089 1.67790 2.84996
H -4.76283 -0.81341 0.55716
H -2.76666 -2.18221 -5.83965
H -0.18828 -0.57453 4.02557
H 1.45599 7.46414 -0.53528
H 2.64321 -3.41714 0.48910
H 3.45007 0.01670 2.86867
H 3.21172 -1.38035 -3.82482
H -2.21161 0.94376 1.61104
H 0.09160 4.88351 2.68123
H 4.38236 4.57876 2.72349
H -0.19625 -5.10187 4.00612
H 2.87975 0.25724 0.03398
H -4.78830 -3.18299 -0.57017
H -4.58381 1.24929 -4.83406
H -1.64640 -1.86088 2.30762
H -0.16581 -1.12151 -3.52768
H -2.10583 5.08523 -3.74781
H 1.47229 0.41317 1.31953
H -1.37395 -4.13507 4.91812
H -2.33579 -3.71873 0.14869
H -0.42415 -0.34914 2.34921
H 3.95465 -3.34455 1.57221
H -3.68921 -1.90859 1.50835
H -2.74787 -4.11464 -1.51029
H 5.52167 1.49054 1.56392
H 4.65509 -0.53863 1.85376
H 4.41767 3.15508 3.26608
H 1.78769 -1.78865 -2.95121
H -3.45254 1.06327 -1.32975
H -4.94698 0.85354 -1.11994
H 1.56518 1.53952 4.73234
H 1.60999 -3.11150 -0.83242
H -2.22042 -2.31466 3.93135
H -1.44296 2.58197 -2.26222
H 0.46095 -2.13330 -1.05023
H 3.55416 -1.09228 -0.90678
H 3.92185 -2.25338 0.12872
H 4.03181 1.73847 0.66084

Results
strongest force on any atom: 4.3 eV Å⁻¹
LUMO level: 1.006 eV
E_tot: -2602.65399 a.u.
total charge: -1
HOMO energy: -5.913 eV


# 2
ORCA calculation (the ωB97M-V functional and the def2-TZVPD basis) on a structure of composition C4H6N4 in a non-equilibrium geometry.

Geometry (Å):
N -1.97578 -0.83078 0.04549
N 1.61015 -1.25503 0.13298
N 0.40690 -0.60464 -0.02668
N 1.62085 1.43335 -0.08291
C -2.02987 0.53179 0.08229
C -0.92882 1.37040 0.04432
C 0.41142 0.85012 -0.10663
C -0.77054 -1.36403 -0.19045
H -0.65174 -2.50345 -0.82988
H -3.00039 0.94449 0.28460
H 2.35174 0.63944 -0.26032
H 2.44073 -0.37329 -0.35601
H -1.36416 2.36805 -0.07674
H 1.87951 -1.20642 1.33993

Results
strongest force on any atom: 5.9 eV Å⁻¹
LUMO level: -0.152 eV
E_tot: -374.85228 a.u.
HOMO energy: -8.714 eV